DFT (wB97M-V/def2-TZVPD) results for a single C2H3N5O molecule.

```
11
C2H3N5O | the Open Molecules 2025 dataset | wB97M-V/def2-TZVPD
H -2.221 0.360 0.686
N 2.067 0.199 -0.796
C -0.420 -0.327 0.722
H 0.984 -2.304 0.980
O -1.347 1.235 -0.909
H -0.877 1.971 -1.471
N 0.943 0.959 -1.001
C 0.797 -1.308 0.632
N 1.935 -0.990 0.051
N -0.161 0.835 -0.004
N -1.699 -0.630 1.111
```

Its SMILES is [H]/N=c1/cnnnn1O. For the orbital gap, the calculation gives 8.44 eV. The relative energy (zero: lowest compared OMol25 entry of this formula, charge and spin) is 760.0 kJ/mol. As for the charge: 0.

Atomic partial charges in e from the Mulliken method, atoms 1 to 6: 0.326 -0.232 0.385 0.464 -0.496 0.396

DFT (wB97M-V/def2-TZVPD) results for C2H4I2 as an isolated structure.

```
8
C2H4I2 | the Open Molecules 2025 dataset | wB97M-V/def2-TZVPD
H -1.610 0.135 -1.553
H 0.556 0.364 -0.541
I -2.919 -1.565 0.181
C -1.820 0.157 -0.576
C 0.398 0.019 0.468
I -2.472 2.134 -0.047
H 0.502 -1.020 0.791
H 0.030 0.631 1.252
```

For the orbital gap (alpha / beta), the calculation gives 7.93 / 7.82 eV. The relative energy (zero: lowest compared OMol25 entry of this formula, charge and spin) is 368.2 kJ/mol. As for the charge: 0.

Atomic partial charges in e from the Mulliken method, atoms 1 to 6: 0.531 0.361 0.072 -0.860 -0.754 0.094

DFT (wB97M-V/def2-TZVPD) results for a 2-piece molecular cluster, C4H11NO2 overall.

```
18
C4H11NO2 | the Open Molecules 2025 dataset | wB97M-V/def2-TZVPD
H 0.746 -0.005 0.987
H -1.715 1.392 -1.238
N -1.233 1.215 -0.396
H 2.988 1.118 -0.913
O 1.379 2.366 -0.489
H 0.683 -2.354 1.898
H 0.476 2.093 -0.448
H -0.788 -0.256 1.935
H -0.849 -2.640 1.005
O 1.400 0.791 -2.094
H 0.680 -2.412 0.100
C 0.098 -2.100 1.006
H -1.922 1.523 0.317
H -0.647 -0.635 -1.172
C -0.210 -0.558 1.017
H -2.002 -0.701 -0.058
C 1.974 1.382 -1.196
C -1.057 -0.220 -0.259
```

Its SMILES is CCCN.O=CO. For the orbital gap, the calculation gives 11.02 eV. The relative energy (zero: lowest compared OMol25 entry of this formula, charge and spin) is 73.7 kJ/mol. As for the charge: 0.

Atomic partial charges in e from the Mulliken method, atoms 1 to 6: 0.187 0.206 -0.574 0.378 -0.440 0.347

DFT (wB97M-V/def2-TZVPD) results for a 2-piece molecular cluster, C17H25N4O overall.

```
47
C17H25N4O | the Open Molecules 2025 dataset | wB97M-V/def2-TZVPD
H 2.912 -0.730 -1.750
C -1.149 -0.130 -1.472
H -2.646 2.976 0.031
C 2.782 -2.262 1.048
H 4.964 -0.534 1.019
H 3.709 -2.001 1.579
C 0.010 1.050 4.040
C -3.140 1.828 -3.852
C -0.084 -0.644 0.677
H -0.631 1.337 0.045
C -0.752 -1.235 4.356
H -2.783 1.225 0.382
H -4.216 2.159 -0.131
H 1.986 -2.528 1.755
N -2.881 1.747 -1.667
H -0.832 -2.450 2.563
C -0.442 0.028 4.888
H -4.284 3.160 -2.499
H 2.708 -2.474 -1.367
N -2.239 0.827 -3.528
C -2.047 0.805 -2.183
H 1.264 -1.449 -1.566
H 0.281 2.024 4.452
H -1.003 -0.760 -4.070
H 4.700 -0.340 -0.730
C 2.301 -1.466 -1.216
H 0.447 1.621 1.994
H 0.133 -1.660 0.341
C -1.703 -0.067 -4.538
O -0.916 -1.259 -1.977
H 4.771 1.118 0.319
H 2.975 -3.125 0.393
C -3.135 2.037 -0.264
C -0.145 -0.443 2.129
H -3.434 2.047 -4.860
C -0.579 0.275 -0.194
C 4.448 0.071 0.257
H -1.206 0.517 -5.327
H -2.526 -0.636 -4.997
C -3.554 2.392 -2.698
C -0.583 -1.475 2.991
H -1.112 -2.031 5.015
C 0.134 0.823 2.669
N 2.315 -1.132 0.218
H 2.689 0.483 1.317
N 3.005 0.078 0.442
H -0.514 0.202 5.965
```

For the orbital gap, the calculation gives 6.80 eV. As for the charge: +1.

Atomic partial charges in e from the Mulliken method, atoms 1 to 6: 0.331 0.182 0.344 -0.871 0.283 0.288

DFT (wB97M-V/def2-TZVPD) results for C24H41IN2O3PtSSi as an isolated structure.

```
74
C24H41IN2O3PtSSi | the Open Molecules 2025 dataset | wB97M-V/def2-TZVPD
C -2.911 3.056 0.400
C -0.532 -2.274 4.921
C 2.282 -4.464 2.564
H -1.997 -3.674 -0.850
H 2.653 -6.253 1.420
H -3.173 0.136 -1.168
H 2.246 -4.464 4.729
I 3.185 -2.493 -0.422
H 3.280 3.706 1.791
H 2.072 -4.867 0.464
C -2.168 -4.420 1.178
H -2.324 -0.266 -2.420
C 1.954 -5.405 1.414
H 1.625 -2.037 4.747
H -3.674 -3.799 -0.255
H 4.461 1.611 1.032
H 0.930 -5.777 1.500
O -0.772 -4.206 1.440
H -1.726 -6.141 -0.080
H 0.871 3.934 1.169
H 0.417 -3.875 6.030
H -4.060 -4.458 2.188
C 0.729 -1.411 4.858
H 4.078 -3.694 1.609
H 0.674 -0.693 4.026
H -4.565 1.853 -0.400
H -2.612 -2.477 0.324
H -3.382 -6.093 0.573
Pt 0.127 -0.411 -1.611
H -2.671 -1.980 5.109
H 1.966 -1.410 -2.749
C -0.719 1.987 0.113
H 0.465 -2.177 -2.930
O -0.680 -3.122 3.768
C 1.418 3.028 0.923
C -0.463 -3.223 6.119
H 0.810 -0.854 5.805
H -1.364 -3.850 6.150
C -2.329 -5.892 0.802
H -0.392 -2.650 7.052
C -1.371 0.123 -2.693
O 1.578 -3.228 2.430
H 1.541 -2.881 -1.590
H -2.673 -4.687 3.278
H -1.035 3.893 1.040
H -1.839 -0.715 4.146
H -1.673 -0.750 5.928
N 1.443 0.954 -0.304
C 1.952 -5.126 3.903
C 2.754 0.866 -0.006
H 3.324 0.004 -0.364
H 4.338 -5.109 2.660
H -1.403 1.124 -3.186
C 1.235 -1.938 -2.138
Si -0.041 -2.900 2.210
N -1.312 0.973 -0.546
H -2.020 -6.534 1.636
C -1.761 -1.371 5.024
C -3.032 -4.133 2.404
C 2.760 2.934 1.231
C -2.641 -3.535 0.026
C -1.528 3.052 0.580
H -3.068 -3.064 2.645
H 0.880 -5.351 3.982
H 2.513 -6.067 4.000
H -1.065 -0.610 -3.503
C -3.498 1.963 -0.213
S -0.263 -1.194 1.217
C 0.735 1.976 0.266
C -2.669 0.941 -0.633
C 3.778 -4.171 2.556
H 4.049 -3.496 3.375
C 3.424 1.796 0.790
H -3.533 3.876 0.722
```

Its expectation value of S² is 2.0074. For the orbital gap (alpha / beta), the calculation gives 6.09 / 5.40 eV. The relative energy (zero: lowest compared OMol25 entry of this formula, charge and spin) is 576.6 kJ/mol. As for the charge: 0. As for the spin multiplicity: 3.

Atomic partial charges in e from the Mulliken method, atoms 1 to 6: -0.650 1.755 1.334 0.279 0.505 0.487

DFT (wB97M-V/def2-TZVPD) results for an isolated ion of composition C2H6IN2 and charge +1.

```
11
C2H6IN2 | the Open Molecules 2025 dataset | wB97M-V/def2-TZVPD
H -0.935 0.346 -1.933
C -0.196 -0.008 1.078
I -1.108 1.782 1.636
H 0.581 -1.787 1.367
H 0.588 -1.024 -0.792
N -0.051 -1.077 1.735
N 0.629 -0.052 -0.511
H 0.609 0.430 -2.440
H 0.337 1.692 -1.218
H -0.537 -1.048 2.638
C 0.081 0.746 -1.558
```

Its SMILES is C/[NH+]=C(/N)I. For the orbital gap, the calculation gives 9.42 eV. The relative energy (zero: lowest compared OMol25 entry of this formula, charge and spin) is 260.1 kJ/mol. As for the charge: +1.

Atomic partial charges in e from the Mulliken method, atoms 1 to 6: 0.292 0.225 0.373 0.283 0.297 -0.231